1.
Computed, not measured: a molecular structure, C17H23F9NOPSn, with ωB97M-V/def2-TZVPD.

Geometry as XYZ:
```
53
Properties=species:S:1:pos:R:3
C -2.32 -2.42 -2.97
C -1.48 -1.42 -3.46
C -0.75 -0.60 -2.59
C -0.89 -0.77 -1.20
C -1.72 -1.79 -0.71
C -2.42 -2.62 -1.60
C 0.20 0.36 -3.25
C 0.44 1.80 -2.74
N -0.69 2.64 -2.53
Sn 0.02 0.67 0.21
C -1.96 -1.97 0.78
P -1.78 -0.38 1.67
H -1.39 -1.26 -4.53
H -3.03 -3.43 -1.19
H -2.91 -3.03 -3.66
H -1.26 -2.70 1.23
H -2.99 -2.32 0.98
H 1.21 -0.09 -3.29
H -0.12 0.49 -4.29
H 1.11 1.82 -1.86
C -1.79 -0.68 3.46
C -3.34 0.43 1.19
H 1.05 2.29 -3.52
C -2.05 2.22 -2.43
C -0.43 4.04 -2.28
H 1.75 0.16 2.36
H -2.68 3.06 -2.77
H -2.27 1.34 -3.04
H -2.33 2.02 -1.38
H -1.27 4.63 -2.68
H -0.36 4.24 -1.20
H 0.50 4.35 -2.77
H -4.18 -0.08 1.69
H -3.32 1.48 1.48
H -3.50 0.37 0.10
H -2.70 -1.23 3.77
H -0.90 -1.27 3.76
H -1.76 0.28 3.99
H -0.11 2.40 0.37
F 4.09 -1.99 0.34
C 4.48 -1.01 1.20
F 5.70 -1.35 1.70
F 4.62 0.13 0.48
C 3.42 -0.83 2.31
O 2.18 -0.43 1.69
C 3.19 -2.18 3.08
F 4.32 -2.56 3.72
F 2.21 -2.02 4.00
F 2.81 -3.18 2.25
C 3.80 0.32 3.30
F 4.94 0.11 3.99
F 3.90 1.50 2.63
F 2.77 0.50 4.19
```

Calculated values
E_HOMO = -5.878 eV
energy = -61114.930 eV
lowest unoccupied orbital energy = 0.358 eV

2.
Computed, not measured: 2 unconnected molecules or ions with the total composition C9H15NO3, with ωB97M-V/def2-TZVPD.

Geometry as XYZ:
```
28
Properties=species:S:1:pos:R:3
C -3.68 -1.69 -0.83
C -2.77 -0.60 -0.27
C -3.26 0.67 -0.16
C -2.32 1.69 0.37
O -1.05 1.55 -0.22
C -0.46 0.31 -0.28
C 0.73 0.12 0.64
C 1.82 1.14 0.32
N 2.95 1.28 0.83
O 3.28 0.32 1.79
C -1.42 -0.78 0.22
H -3.99 -1.36 -1.80
H -4.51 -1.93 -0.19
H -3.03 -2.63 -0.85
H -4.27 0.86 -0.40
H -2.80 2.68 0.26
H -2.13 1.57 1.44
H -0.02 0.22 -1.33
H 0.54 0.07 1.74
H 1.10 -0.92 0.62
H 1.40 1.75 -0.49
H 4.17 0.67 2.18
H -1.57 -0.68 1.26
H -1.08 -1.72 -0.15
C 5.55 -0.63 -1.19
O 5.81 -1.76 -1.50
H 4.67 -0.09 -1.44
H 6.36 -0.14 -0.56
```

Calculated values
E_HOMO = -9.100 eV
relative energy (zero: lowest compared OMol25 entry of this formula, charge and spin) = 6.2987 eV
energy = -17204.001 eV
lowest unoccupied orbital energy = 0.711 eV

3.
Computed, not measured: a molecular structure, C2H4NS3, with ωB97M-V/def2-TZVPD.

Geometry as XYZ:
```
10
Properties=species:S:1:pos:R:3
C -0.34 0.50 -0.52
C 1.49 0.22 -0.03
N -1.33 -0.08 0.36
S 0.71 1.73 0.23
S 1.79 -1.38 0.70
S 2.85 -0.48 -0.85
H -0.55 0.45 -1.56
H -1.97 0.66 0.66
H -0.89 -0.75 1.01
H -1.76 -0.87 0.00
```

Calculated values
total charge = +1
E_HOMO = -12.882 eV
relative energy (zero: lowest compared OMol25 entry of this formula, charge and spin) = 1.8960 eV
energy = -36124.059 eV
lowest unoccupied orbital energy = -4.502 eV

4.
Computed, not measured: a molecular structure, C31H29F5IN4O2RuS4, with ωB97M-V/def2-TZVPD.

Geometry as XYZ:
```
77
Properties=species:S:1:pos:R:3
Ru -0.96 1.07 -1.39
S -1.09 0.46 0.94
C 0.58 0.23 1.29
N 0.96 0.18 2.59
C 2.35 -0.11 2.85
C 3.18 0.74 1.91
N 2.85 0.35 0.56
C 3.93 0.31 -0.40
C 4.80 -0.89 -0.15
C 4.30 -2.16 -0.42
C 5.10 -3.27 -0.23
C 6.39 -3.12 0.24
C 6.88 -1.86 0.54
C 6.09 -0.75 0.36
C 1.55 0.12 0.27
S 1.11 -0.34 -1.34
C 0.02 0.01 3.68
C 0.00 -1.43 4.13
C 0.31 -1.77 5.44
C 0.32 -3.09 5.83
C 0.03 -4.09 4.92
C -0.28 -3.76 3.61
C -0.30 -2.44 3.21
H 2.57 -1.17 2.67
H 2.57 0.11 3.90
H 4.25 0.59 2.07
H 2.94 1.80 2.06
H 4.51 1.24 -0.31
H 3.49 0.26 -1.40
H 3.30 -2.26 -0.79
H 4.72 -4.25 -0.46
H 7.02 -3.99 0.39
H 7.89 -1.75 0.92
H 6.47 0.24 0.59
H -0.96 0.33 3.33
H 0.32 0.65 4.50
H 0.54 -0.99 6.15
H 0.56 -3.34 6.85
H 0.04 -5.12 5.23
H -0.50 -4.54 2.89
H -0.53 -2.18 2.19
F -2.43 7.78 -2.07
C -1.76 6.66 -1.85
C -0.45 6.53 -2.30
F 0.14 7.54 -2.93
C 0.25 5.35 -2.08
F 1.50 5.24 -2.52
C -0.33 4.27 -1.40
S 0.55 2.82 -1.09
C -1.64 4.44 -0.95
F -2.22 3.40 -0.28
C -2.37 5.60 -1.17
F -3.62 5.70 -0.74
C -2.07 0.86 -5.66
C -2.21 1.53 -4.34
O -3.48 1.87 -4.07
O -1.28 1.78 -3.60
H -3.05 0.65 -6.09
H -1.52 -0.07 -5.53
H -1.50 1.49 -6.34
C -4.44 -3.13 -2.83
N -4.22 -2.66 -1.49
C -4.85 -3.14 -0.37
C -4.35 -2.48 0.70
N -3.42 -1.60 0.23
C -3.35 -1.70 -1.10
S -2.41 -0.77 -2.17
H -5.48 -3.00 -3.10
H -4.18 -4.18 -2.90
H -3.82 -2.56 -3.51
H -5.59 -3.91 -0.43
H -4.58 -2.57 1.74
H -2.86 -0.96 0.79
I -5.44 1.24 -2.00
C -3.79 2.37 -2.80
H -2.95 2.23 -2.10
H -4.10 3.41 -2.85
```

Calculated values
total charge = +1
E_HOMO (spin up / spin down) = -9.609 / -9.570 eV
relative energy (zero: lowest compared OMol25 entry of this formula, charge and spin) = 0.8727 eV
energy = -110278.972 eV
lowest unoccupied orbital energy (spin up / spin down) = -4.449 / -4.462 eV

5.
Computed, not measured: 2 unconnected molecules or ions with the total composition C9H14O, with ωB97M-V/def2-TZVPD.

Geometry as XYZ:
```
24
Properties=species:S:1:pos:R:3
C -1.46 -2.42 -1.68
C -1.47 -1.40 -0.58
C -2.04 -1.66 0.66
C -1.99 -0.70 1.66
C -1.38 0.52 1.45
O -1.33 1.50 2.39
C -0.80 0.77 0.22
C -0.84 -0.17 -0.79
H -2.28 -3.14 -1.66
H -0.57 -3.04 -1.61
H -1.37 -1.98 -2.67
H -2.44 -2.65 0.87
H -2.44 -0.89 2.63
H -1.92 1.32 3.14
H -0.52 1.80 0.02
H -0.41 0.01 -1.77
C 3.01 1.65 0.49
C 2.83 1.42 -1.01
H 2.21 2.27 0.90
H 2.85 0.70 0.99
H 3.98 2.09 0.69
H 2.27 0.51 -1.24
H 3.80 1.32 -1.49
H 2.33 2.15 -1.60
```

Calculated values
E_HOMO = -8.374 eV
relative energy (zero: lowest compared OMol25 entry of this formula, charge and spin) = 0.3716 eV
energy = -11607.265 eV
lowest unoccupied orbital energy = 0.848 eV

6.
Computed, not measured: 2 unconnected molecules or ions with the total composition C2H8N4, with ωB97M-V/def2-TZVPD.

Geometry as XYZ:
```
14
Properties=species:S:1:pos:R:3
H -2.17 2.28 0.10
N -1.42 1.67 0.41
C -1.29 1.49 1.65
N -0.18 0.88 2.14
H -2.00 1.84 2.40
H 0.47 0.48 1.49
H 0.00 0.82 3.13
H 1.04 -0.50 0.33
N 1.35 -1.20 -0.33
C 0.78 -1.06 -1.45
N 0.94 -1.98 -2.44
H 0.29 -0.16 -1.81
H 0.78 -1.74 -3.40
H 1.43 -2.83 -2.22
```

Calculated values
E_HOMO = -9.120 eV
relative energy (zero: lowest compared OMol25 entry of this formula, charge and spin) = 0.6137 eV
energy = -8163.638 eV
lowest unoccupied orbital energy = 1.101 eV

no.,maximum force (Eh/bohr)
1,0.04650
2,0.08185
3,0.07829
4,0.08675
5,0.02662
6,0.02529